Molecular formula: C2FORb
Method: DFT, the ωB97M-V functional and the def2-TZVPD basis

The geometry in XYZ format:
```
5
Properties=species:S:1:pos:R:3:forces:R:3
Rb 1.717 -0.892 -1.426 -0.516 0.292 0.553
F -1.418 -0.781 1.456 0.666 0.769 -0.040
O -1.324 2.186 0.743 -0.679 4.489 0.499
C -0.594 0.157 0.836 1.935 -4.357 0.309
C -0.603 1.409 1.323 -1.406 -1.193 -1.321
```
Positions in Å, forces in eV/Å.

## Properties
- frontier orbital gap (Ha) = 0.1559
- energy relative to the best compared isomer or geometry (same formula, charge and spin) (kcal/mol) = 38.7
- calculated total energy (a.u.) = -275.2062
- HOMO (eV) = -5.5
- lowest unoccupied orbital energy (eV) = -1.30


Molecular formula: C9H8F5N2O5S
Method: DFT, the ωB97M-V functional and the def2-TZVPD basis

The geometry in XYZ format:
```
30
Properties=species:S:1:pos:R:3:forces:R:3
S -1.417 -0.619 -0.504 -0.706 0.500 0.450
F 0.962 -1.217 1.088 0.016 -0.006 0.233
F -2.741 -1.223 -2.707 0.047 -0.249 0.304
F -1.714 -2.909 -1.777 -0.296 0.209 0.031
F -3.512 -2.081 -0.855 0.309 0.062 -0.345
F -3.132 3.390 3.666 0.052 -0.045 0.081
O -1.591 -1.024 0.838 0.311 -0.269 -0.064
O -0.904 3.709 3.905 0.068 0.162 -0.168
O -1.646 0.712 -0.928 0.089 -0.119 -0.385
O -0.129 2.089 2.589 -0.056 -0.051 -0.114
O 1.308 3.244 3.881 0.113 -0.005 0.061
N 0.205 -1.013 -1.033 0.049 -0.135 0.134
N 3.959 -1.862 -2.487 -0.347 -0.686 0.605
C 0.448 -1.021 -2.384 -0.392 0.201 0.142
C -2.433 -1.809 -1.559 0.072 -0.048 -0.023
C -1.554 2.040 2.500 -0.099 -0.119 -0.062
C -1.956 3.410 3.005 0.129 -0.039 0.107
C 2.730 -1.601 -1.992 0.244 0.017 -0.172
C 0.210 3.039 3.504 -0.168 -0.060 0.067
C 1.236 -1.269 -0.175 -0.533 0.116 -0.151
C 1.659 -1.305 -2.876 0.556 -0.271 -0.213
C 2.480 -1.557 -0.611 0.510 0.078 -0.150
H 4.639 -2.164 -1.803 0.152 0.123 -0.017
H 4.000 -2.436 -3.317 0.047 0.444 -0.354
H 3.244 -1.741 0.130 0.059 -0.029 0.008
H -1.864 1.841 1.479 0.104 0.075 -0.059
H -1.937 1.260 3.160 -0.069 0.051 0.047
H -0.379 -0.774 -3.032 -0.116 0.060 0.054
H -1.998 4.186 2.238 -0.102 0.019 0.009
H 1.826 -1.295 -3.942 -0.039 0.015 -0.056
```
Positions in Å, forces in eV/Å.

## Properties
- frontier orbital gap (Ha) = 0.3172
- calculated total energy (a.u.) = -1730.7173
- net charge = +1
- HOMO (eV) = -13.4
- lowest unoccupied orbital energy (eV) = -4.80


Molecular formula: C22H19Cl5GeN3O2Ru
Method: DFT, the ωB97M-V functional and the def2-TZVPD basis

The geometry in XYZ format:
```
53
Properties=species:S:1:pos:R:3:forces:R:3
Ru 0.026 0.143 0.137 -0.762 0.228 0.140
Ge -1.240 -0.582 3.079 -0.332 0.054 0.244
Cl 1.513 -0.345 -2.915 0.094 -0.122 -0.403
Cl 3.944 4.098 0.685 -0.030 0.031 0.059
Cl 0.870 3.531 0.719 -0.075 0.229 0.285
Cl 4.581 0.053 -2.829 0.120 -0.012 -0.077
Cl 5.800 2.328 -1.070 0.152 -0.012 -0.002
O 1.757 -3.442 -0.846 0.080 1.192 0.778
O -0.707 -3.230 -2.105 -0.467 1.305 0.473
N -1.650 0.041 -1.006 -0.350 -0.360 -1.206
N 1.684 -0.476 1.141 1.661 -0.242 -0.582
N 0.234 -1.709 -0.633 -0.110 0.127 0.296
C 2.191 0.815 -1.835 -0.373 0.529 0.101
C 3.607 -1.855 0.675 -1.011 -0.204 -0.219
C 3.273 2.833 -0.266 0.085 -0.169 -0.365
C -1.812 -2.172 2.025 0.271 0.367 0.240
C 1.329 1.514 -0.978 0.114 -1.364 1.583
C 2.248 -1.556 0.519 1.480 1.012 1.388
C -3.626 0.838 -2.072 -0.116 -0.897 -0.378
C -0.936 0.950 1.861 0.558 -0.312 -0.954
C 0.346 -1.020 4.196 -0.449 0.049 -0.345
C 1.912 2.550 -0.241 -0.272 -0.058 -0.462
C -3.784 -0.390 -2.738 -0.132 0.998 0.393
C -2.722 -0.074 4.320 0.460 -0.185 -0.370
C 2.448 0.276 1.943 -0.272 -0.105 0.144
C 3.565 1.038 -1.860 -0.088 0.163 0.035
C -1.770 -1.144 -1.682 -1.673 1.437 -0.380
C -2.559 0.997 -1.215 0.002 0.141 0.133
C 3.783 0.024 2.147 0.541 -0.793 -0.329
C 4.110 2.042 -1.060 -0.163 0.054 0.083
C -0.712 -2.157 -1.511 0.869 -1.845 -0.417
C 4.382 -1.059 1.482 -0.261 0.895 0.547
C 1.407 -2.363 -0.382 -0.402 -1.720 -1.240
C -2.852 -1.379 -2.542 0.920 -0.131 0.623
H -1.900 1.383 1.580 -0.003 0.077 0.141
H -2.778 -1.997 1.556 -0.087 0.087 -0.036
H -2.900 -2.340 -3.028 -0.005 -0.090 -0.070
H -2.888 -0.849 5.065 0.006 -0.119 0.058
H -2.474 0.849 4.836 0.045 0.108 0.036
H 1.107 -1.557 3.639 0.057 -0.071 -0.065
H -3.647 0.076 3.769 -0.072 0.022 -0.092
H -0.314 1.715 2.328 -0.133 -0.072 0.206
H 1.955 1.104 2.443 -0.021 -0.011 -0.190
H -1.084 -2.387 1.244 -0.041 -0.108 0.046
H -4.627 -0.547 -3.391 -0.070 -0.012 -0.111
H -1.896 -3.051 2.658 -0.005 -0.077 0.121
H 5.435 -1.253 1.599 0.163 -0.028 0.031
H 4.355 0.661 2.797 0.106 0.142 0.092
H 0.010 -1.651 5.014 -0.021 -0.108 0.116
H 0.791 -0.126 4.624 0.017 0.146 0.017
H -2.415 1.926 -0.672 0.095 -0.153 -0.061
H -4.321 1.648 -2.214 -0.112 0.083 -0.022
H 4.002 -2.700 0.134 0.011 -0.091 -0.034
```
Positions in Å, forces in eV/Å.

## Properties
- frontier orbital gap (spin up / spin down) (Ha) = 0.2469 / 0.2657
- 2S+1 = 2
- calculated total energy (a.u.) = -5637.2455
- HOMO (spin up / spin down) (eV) = -7.9 / -8.3
- lowest unoccupied orbital energy (spin up / spin down) (eV) = -1.15 / -1.04


Molecular formula: C24H26N4SiTi
Method: DFT, the ωB97M-V functional and the def2-TZVPD basis

The geometry in XYZ format:
```
56
Properties=species:S:1:pos:R:3:forces:R:3
Ti -0.417 0.497 1.149 -1.382 -0.114 0.636
Si 0.238 0.521 -1.198 0.621 -0.414 -1.828
N -2.332 -2.577 3.322 0.045 0.312 -0.577
N -2.108 -0.885 1.896 0.206 -0.234 1.063
N 0.614 -0.533 2.664 -0.377 -0.222 0.966
N 0.476 -1.981 4.317 0.252 0.501 -0.613
C -2.077 1.394 -4.356 -0.063 -0.183 -0.456
C 1.624 0.119 -2.399 1.382 0.513 0.871
C -1.394 1.897 3.143 1.056 0.355 -0.464
C 3.264 -0.343 -4.568 -0.023 -0.080 -0.153
C 0.018 2.025 2.918 -0.990 1.753 -0.541
C 0.224 2.520 1.570 -1.021 0.399 1.119
C -3.183 1.978 -3.755 0.479 -0.079 0.122
C 1.769 -1.490 4.294 -0.333 0.468 0.196
C -3.423 -1.369 1.850 0.968 -0.097 -0.502
C -1.103 0.709 -3.635 -0.250 0.530 0.200
C 2.433 1.166 -2.888 -0.264 -0.336 -0.707
C -2.072 2.278 1.953 1.133 0.389 -0.579
C 2.632 -1.457 -3.967 0.049 0.790 0.492
C 3.790 -2.218 0.288 1.985 1.804 -2.343
C -3.524 -2.471 2.637 0.320 0.451 0.608
C -0.211 -1.350 3.335 2.383 -0.336 -0.544
C -2.455 1.055 -1.647 -0.008 0.583 -0.577
C 1.821 -0.524 3.343 -0.639 -0.702 -0.911
C 1.849 -1.215 -2.828 -0.339 0.430 -0.289
C -1.263 0.604 -2.253 -0.454 -0.213 1.041
C -1.083 2.673 0.976 -0.201 0.195 1.046
C -1.513 -1.609 2.861 -1.687 -0.375 -0.665
C 3.203 0.963 -4.044 -0.029 -0.418 0.458
C -3.355 1.807 -2.388 -0.480 -0.154 0.477
H -2.075 -3.283 3.997 -0.274 -0.016 -0.118
H -1.948 1.491 -5.416 0.027 0.046 -0.387
H 2.533 -1.805 4.959 0.269 -0.285 0.524
H -1.294 3.232 0.076 0.037 -0.363 -0.146
H 2.444 2.128 -2.369 -0.212 -0.115 -0.456
H 0.519 -0.596 -0.234 -0.637 -1.187 1.503
H 0.132 -2.739 4.887 0.154 0.085 0.171
H 3.752 1.811 -4.504 -0.332 -0.857 0.347
H 1.399 -2.040 -2.268 -0.088 0.182 -0.400
H 3.612 -1.142 0.156 -0.467 -0.244 0.284
H 4.838 -2.254 0.544 0.579 -0.146 -0.183
H 0.775 2.083 3.699 -0.148 -0.662 -0.304
H -3.886 2.585 -4.323 0.197 -0.200 0.059
H -2.664 0.903 -0.582 0.211 0.133 -0.206
H -3.156 2.402 1.837 0.580 -0.389 -0.039
H 1.134 2.949 1.179 0.072 -0.178 -0.043
H -0.203 0.334 -4.117 -0.228 0.140 0.015
H 2.601 0.137 3.012 0.293 -0.172 0.166
H -1.855 1.728 4.125 0.204 -0.367 -0.669
H -4.323 -3.155 2.807 -0.389 -0.141 0.083
H 3.342 -2.664 1.087 -1.925 -1.150 1.847
H 3.854 -0.511 -5.465 -0.078 0.023 0.088
H 3.666 -2.683 -0.693 -0.210 -0.232 0.404
H -4.198 -0.906 1.268 0.091 -0.050 -0.333
H 2.747 -2.486 -4.357 0.045 0.849 0.259
H -4.186 2.298 -1.895 -0.112 -0.220 -0.012
```
Positions in Å, forces in eV/Å.

## Properties
- frontier orbital gap (spin up / spin down) (Ha) = 0.2520 / 0.2521
- energy relative to the best compared isomer or geometry (same formula, charge and spin) (kcal/mol) = 0.0
- calculated total energy (a.u.) = -2287.5487
- net charge = +2
- HOMO (spin up / spin down) (eV) = -14.0 / -14.0
- lowest unoccupied orbital energy (spin up / spin down) (eV) = -7.18 / -7.18


Molecular formula: C18H27CaSbSiTe
Method: DFT, the ωB97M-V functional and the def2-TZVPD basis

The geometry in XYZ format:
```
49
Properties=species:S:1:pos:R:3:forces:R:3
Te 0.468 3.919 0.324 0.203 0.148 0.207
Sb -2.283 3.161 -1.173 -0.121 -0.195 -0.038
Ca 0.701 1.124 0.992 0.156 0.172 -0.122
Si 2.684 -0.375 -0.761 -0.215 -0.113 0.026
C 0.596 -0.656 2.760 -0.275 0.088 0.100
C 1.495 0.609 -4.671 0.009 -0.003 0.026
C -3.048 2.487 0.747 0.026 0.048 -0.047
C 1.515 -1.678 -3.123 0.013 0.010 -0.035
C -2.143 -1.554 5.949 0.024 -0.022 -0.012
C 2.041 -0.506 -2.569 0.008 0.032 -0.038
C -1.480 1.225 -1.782 -0.035 0.035 -0.003
C 4.443 0.311 -1.061 0.137 0.040 -0.027
C 3.067 -2.211 -0.346 0.039 -0.084 0.011
C -0.317 -0.960 3.828 0.218 0.016 -0.183
C -1.045 -0.723 6.154 0.031 0.036 -0.050
C 0.980 -0.571 -5.195 -0.002 0.012 0.011
C -2.327 -2.078 4.671 0.016 0.022 -0.055
C 2.009 0.637 -3.383 -0.029 -0.011 -0.013
C 0.990 -1.716 -4.412 0.023 -0.005 0.040
C -4.237 2.492 -2.074 -0.128 -0.042 -0.124
C -1.447 -1.790 3.643 -0.079 -0.037 0.062
C -0.162 -0.431 5.130 -0.048 -0.009 0.113
H 0.679 0.228 5.322 0.008 -0.006 0.006
H -0.909 0.705 -1.008 -0.051 0.055 0.034
H -4.517 1.480 -1.766 -0.024 -0.008 0.008
H 0.562 -0.593 -6.195 0.005 -0.002 -0.004
H 1.599 -0.353 3.074 0.032 -0.111 0.060
H 0.632 -1.388 1.948 0.052 -0.111 0.082
H 4.409 1.318 -1.485 -0.005 -0.005 -0.003
H 0.585 -2.644 -4.802 -0.008 0.000 -0.002
H -0.812 1.328 -2.637 -0.004 0.041 0.010
H -2.368 1.770 1.208 0.022 0.005 -0.011
H -3.131 3.337 1.423 0.029 -0.004 0.000
H 2.157 -2.802 -0.208 0.002 0.008 -0.019
H -2.320 0.583 -2.049 0.029 -0.019 -0.033
H 3.609 -2.257 0.605 0.011 -0.001 -0.020
H 1.511 -2.589 -2.533 0.000 0.001 0.000
H -4.150 2.516 -3.165 -0.038 -0.007 -0.007
H -4.024 2.017 0.607 -0.003 0.016 0.015
H 5.005 -0.337 -1.744 0.023 0.033 0.002
H -2.831 -1.784 6.753 -0.014 0.012 0.001
H -1.623 -2.209 2.657 0.003 -0.018 0.003
H 4.995 0.382 -0.119 -0.004 -0.015 -0.006
H -5.031 3.185 -1.778 -0.016 0.004 -0.006
H 1.478 1.519 -5.262 -0.002 -0.001 -0.003
H 3.681 -2.697 -1.115 -0.004 -0.001 0.018
H -0.874 -0.290 7.135 -0.002 0.001 0.006
H 2.367 1.581 -2.984 -0.008 -0.002 0.013
H -3.177 -2.723 4.470 -0.001 -0.002 0.005
```
Positions in Å, forces in eV/Å.

## Properties
- frontier orbital gap (Ha) = 0.1853
- energy relative to the best compared isomer or geometry (same formula, charge and spin) (kcal/mol) = 0.0
- calculated total energy (a.u.) = -2177.4351
- net charge = -2
- HOMO (eV) = -0.2
- lowest unoccupied orbital energy (eV) = 4.88


Molecular formula: C5H12SSi
Method: DFT, the ωB97M-V functional and the def2-TZVPD basis

The geometry in XYZ format:
```
19
Properties=species:S:1:pos:R:3:forces:R:3
S 3.212 0.587 -0.848 -0.662 0.123 0.028
Si -0.006 0.652 -0.091 0.233 -0.646 0.895
C -1.286 -0.635 -0.725 3.972 -1.287 2.026
C 2.036 -2.329 0.477 -0.522 1.349 -0.159
C -0.220 0.914 1.856 1.956 0.370 -2.157
C 1.796 0.113 -0.367 0.735 -2.296 0.921
C -0.300 2.210 -1.072 -2.142 3.326 2.050
H 0.191 3.242 -1.103 0.313 -1.845 0.426
H 1.056 -2.804 0.458 -0.085 0.302 0.616
H 2.621 -2.387 1.427 -0.672 0.321 -0.928
H 0.747 1.373 2.191 -1.144 0.189 -0.131
H -1.109 1.471 2.010 -0.538 1.330 0.145
H -1.076 -1.617 -0.207 0.322 0.774 -0.755
H -1.322 -0.795 -1.763 -0.814 0.188 -1.162
H -2.030 -0.321 -0.099 -3.147 1.052 0.428
H -0.524 1.990 -2.068 -0.154 -0.649 -1.822
H -1.348 2.622 -0.698 1.562 -1.109 -0.493
H 2.527 -2.708 -0.400 0.736 0.275 -0.313
H -0.364 0.092 2.492 0.050 -1.768 0.384
```
Positions in Å, forces in eV/Å.

## Properties
- frontier orbital gap (spin up / spin down) (Ha) = 0.2467 / 0.2469
- energy relative to the best compared isomer or geometry (same formula, charge and spin) (kcal/mol) = 104.5
- calculated total energy (a.u.) = -885.2258
- HOMO (spin up / spin down) (eV) = -7.1 / -7.1
- lowest unoccupied orbital energy (spin up / spin down) (eV) = -0.41 / -0.41